Record 1
Computed, not measured: a structure of composition C18H35ILaNO2P2Si at a distorted geometry, with ωB97M-V/def2-TZVPD.

Geometry as XYZ:
```
61
Properties=species:S:1:pos:R:3:mulliken_charge:R:1
C 0.258 -1.073 -3.229 -1.126
C -0.009 -1.837 -1.989 0.444
H 0.190 0.002 -3.018 0.269
H -0.468 -1.314 -4.010 0.473
H 1.260 -1.315 -3.615 0.377
O -0.043 -1.197 -0.851 -0.175
I -0.280 -3.816 -2.109 0.321
La -0.261 -0.050 1.196 0.962
P 2.637 -0.240 0.871 0.521
C 3.557 1.325 1.072 -1.009
C 3.651 -1.363 1.893 -1.276
H 4.694 -1.355 1.543 0.421
H 4.234 -0.819 -0.874 0.486
H 3.242 -2.380 1.812 0.377
H 2.707 -1.749 -1.042 0.300
H 3.292 1.783 2.029 0.183
H 3.590 -1.030 2.940 0.363
C 3.135 -0.761 -0.816 -1.210
H 4.637 1.123 1.065 0.444
H 2.761 -0.030 -1.551 0.291
H 3.288 2.017 0.266 0.347
P -3.278 0.384 0.989 1.194
C -4.417 1.784 0.647 -1.518
C -2.764 0.159 -0.800 -1.716
H -3.870 -1.872 0.375 0.389
H -5.325 -0.861 0.554 0.378
H -4.503 -1.556 1.985 0.356
C -4.355 -1.111 0.997 -1.437
H -2.336 -0.835 -0.988 0.228
H -3.694 0.231 -1.377 0.534
H -5.304 1.370 0.148 0.434
H -3.909 2.486 -0.031 0.375
H -2.094 0.957 -1.140 0.430
H -4.737 2.353 1.526 0.363
C -1.172 3.238 1.144 0.486
O -1.799 4.193 0.890 -0.375
C -5.089 0.651 3.658 -1.302
Si -3.237 0.678 3.338 0.298
C -2.702 2.345 3.994 -0.946
C -2.395 -0.693 4.269 -1.090
N -0.352 2.401 1.582 -0.194
C 0.619 2.648 2.675 0.868
C 1.325 3.841 2.686 -0.457
C 2.276 4.041 3.694 -0.623
C 2.477 3.056 4.669 -0.668
C 1.798 1.838 4.608 -0.926
C 0.837 1.630 3.608 0.412
H -5.196 0.738 4.746 0.409
H -5.578 -0.267 3.321 0.369
H -5.600 1.499 3.193 0.349
H -3.414 2.562 4.807 0.510
H -1.685 2.303 4.409 0.240
H -2.765 3.165 3.268 0.273
H -2.146 -1.586 3.683 0.309
H -1.500 -0.323 4.782 0.356
H -3.132 -0.974 5.034 0.424
H 1.119 4.573 1.895 0.425
H 2.841 4.976 3.709 0.449
H 3.152 3.265 5.503 0.428
H 1.989 1.045 5.337 0.472
H 0.211 0.712 3.620 -0.293
```

Results
E_HOMO (alpha / beta): -10.907 / -11.219 eV
Frontier orbital gap (alpha / beta): 4.32 / 4.61 eV
ΔE to the lowest compared entry with this formula, charge and spin: 1.4204 eV
Total energy: -2212.99312 hartree
Net charge: +2
Maximum force: 4.8 eV/A

Record 2
Computed, not measured: a cluster of 3 separate species, C18H35NO15S in total at a distorted geometry, with ωB97M-V/def2-TZVPD.

Geometry as XYZ:
```
70
Properties=species:S:1:pos:R:3:mulliken_charge:R:1
C -0.651 -5.526 -0.371 -1.267
C -0.147 -4.644 0.775 -0.544
C -0.643 -3.193 0.618 0.581
C 0.423 -2.128 0.956 -1.761
C 0.706 -1.066 -0.127 2.154
C 0.688 -1.598 -1.557 -1.784
C -0.608 -1.423 -2.356 -1.017
O 2.160 -0.755 0.096 -0.581
S 2.308 0.250 1.320 1.419
O 2.775 -0.467 2.454 -0.639
O 3.146 1.331 0.943 -0.660
O 0.757 0.648 1.406 -0.658
C 0.146 0.354 0.119 1.515
C -1.350 0.586 0.330 -1.294
O -2.029 -0.580 0.701 -0.275
C -3.079 -0.997 -0.113 -0.300
O -4.290 -0.785 0.563 -0.413
C -5.207 -1.855 0.401 -0.683
C -4.968 -2.923 1.466 0.073
O -5.302 -4.239 1.053 -0.530
O 0.769 1.319 -0.720 -0.321
N 0.070 1.613 -1.958 0.196
O -0.145 2.751 -2.047 -0.348
H -0.355 -5.080 -1.323 0.284
H -1.742 -5.509 -0.355 0.273
H -0.291 -6.549 -0.311 0.417
H -0.547 -5.070 1.697 0.361
H 0.938 -4.689 0.868 0.339
H -1.100 -3.051 -0.357 -0.280
H -1.447 -3.070 1.345 -0.185
H 1.376 -2.623 1.127 0.667
H 0.144 -1.653 1.891 0.413
H 0.869 -2.671 -1.478 0.394
H 1.544 -1.193 -2.090 0.600
H -1.135 -0.497 -2.145 0.216
H -1.288 -2.265 -2.241 0.292
H -0.355 -1.388 -3.415 0.434
H -1.413 1.299 1.155 0.396
H -1.798 1.088 -0.528 0.566
H -3.091 -0.483 -1.080 0.101
H -2.959 -2.069 -0.297 0.437
H -5.170 -2.279 -0.609 0.402
H -6.196 -1.416 0.520 0.365
H -5.580 -2.677 2.337 0.289
H -3.930 -2.884 1.801 0.039
H -5.764 -4.213 0.216 0.311
C 1.587 5.410 -8.849 -0.632
O 1.767 4.540 -7.729 -0.319
C 1.151 4.945 -6.619 0.772
O 0.488 5.942 -6.505 -0.536
O 1.397 4.056 -5.659 -0.290
C 0.793 4.368 -4.399 -0.499
H 2.135 4.961 -9.672 0.218
H 0.533 5.486 -9.111 0.294
H 1.989 6.398 -8.637 0.296
H -0.290 4.400 -4.490 0.305
H 1.167 5.319 -4.023 0.325
H 1.084 3.579 -3.727 0.091
C 2.640 2.397 8.723 -0.630
O 3.620 2.553 7.697 -0.336
C 3.332 1.908 6.563 0.769
O 2.348 1.243 6.369 -0.549
O 4.313 2.133 5.698 -0.333
C 4.140 1.495 4.424 -0.558
H 2.999 2.966 9.575 0.211
H 1.678 2.791 8.400 0.293
H 2.537 1.349 9.001 0.293
H 3.238 1.849 3.934 0.217
H 4.107 0.415 4.534 0.313
H 5.003 1.766 3.823 0.292
```

Results
E_HOMO: -10.519 eV
Frontier orbital gap: 9.34 eV
Structure (SMILES): CCCC[C@]1(CC)OS(=O)(=O)O[C@@]1(COCOCCO)ON=O.COC(=O)OC.COC(=O)OC
Total energy: -2288.22943 hartree
Maximum force: 2.2 eV/A

Question: Which of these has the lowest maximum force?
Answer: C18H35NO15S